14
Properties=species:S:1:pos:R:3 method="wB97M-V/def2-TZVPD" homo_lumo_gap_ev=12.26 smiles=CC(C)[NH3+] molar_mass_g_mol=60.1 e_above_lowest_ev=1.3527 homo_energy_ha=-0.60011 total_charge=+1
C -0.642 1.213 0.495
C -0.334 -0.193 0.098
C 0.051 -0.362 -1.368
N 0.809 -0.779 0.880
H -0.526 1.493 1.505
H -0.155 2.105 -0.170
H -1.747 1.489 0.205
H -1.168 -0.799 0.441
H 1.117 -0.068 -1.608
H -0.611 0.265 -2.071
H -0.010 -1.339 -1.798
H 0.571 -1.875 1.187
H 1.651 -0.878 0.320
H 0.994 -0.272 1.883

---

97
Properties=species:S:1:pos:R:3 method="wB97M-V/def2-TZVPD" homo_lumo_gap_ev="4.74 / 2.78" multiplicity=3 molar_mass_g_mol=812.9 homo_energy_ha="-0.43211 / -0.43196" total_charge=+2
Zn -26.075 -20.528 4.225
Ag -28.706 -22.475 4.078
Ag -25.190 -23.738 3.646
C -26.694 -21.698 2.146
O -26.932 -22.916 2.159
O -27.435 -20.926 2.811
O -25.522 -21.467 2.471
C -31.917 -21.547 0.857
C -31.477 -20.129 1.338
C -32.634 -19.255 0.860
C -32.708 -17.843 1.417
C -32.629 -17.837 2.982
C -31.487 -18.676 3.578
N -31.244 -19.922 2.819
O -30.217 -20.741 3.300
C -30.256 -17.798 3.655
C -31.880 -18.981 5.070
C -30.199 -19.702 0.572
H -32.880 -21.967 1.149
H -31.120 -22.136 1.314
H -32.014 -21.756 -0.208
H -32.571 -19.252 -0.229
H -33.620 -19.719 0.919
H -33.567 -17.273 1.062
H -31.893 -17.246 1.002
H -33.572 -18.211 3.383
H -32.597 -16.804 3.328
H -30.022 -17.370 2.679
H -30.354 -16.997 4.385
H -29.384 -18.420 3.863
H -31.274 -19.753 5.544
H -31.855 -18.107 5.720
H -32.918 -19.283 5.214
H -29.339 -20.267 0.933
H -29.962 -18.648 0.722
H -30.309 -19.816 -0.505
H -29.478 -20.209 2.970
C -30.471 -23.159 6.608
C -30.645 -24.563 6.063
C -32.091 -24.659 5.484
C -32.298 -25.760 4.450
C -31.196 -25.744 3.369
C -29.766 -25.798 3.935
N -29.607 -24.799 5.034
O -28.281 -24.779 5.477
C -29.541 -27.280 4.412
C -28.845 -25.533 2.710
C -30.608 -25.628 7.248
H -30.791 -22.427 5.864
H -30.936 -22.970 7.576
H -29.412 -23.018 6.835
H -32.807 -24.857 6.281
H -32.464 -23.737 5.036
H -32.175 -26.715 4.963
H -33.263 -25.678 3.953
H -31.425 -24.866 2.762
H -31.451 -26.611 2.759
H -30.279 -27.658 5.119
H -28.555 -27.327 4.878
H -29.490 -28.029 3.622
H -28.971 -26.238 1.893
H -27.834 -25.374 3.090
H -29.038 -24.548 2.280
H -31.600 -25.647 7.698
H -30.447 -26.679 7.011
H -29.915 -25.351 8.043
H -28.267 -25.536 6.074
C -27.843 -26.593 -1.982
C -26.706 -25.975 -1.266
C -25.324 -26.346 -1.918
C -25.217 -25.681 -3.313
C -25.325 -24.163 -3.094
C -26.572 -23.663 -2.342
N -26.733 -24.487 -1.116
O -27.816 -24.044 -0.311
C -26.296 -22.174 -1.997
C -27.834 -23.759 -3.229
C -26.691 -26.607 0.156
H -28.799 -26.111 -1.773
H -27.969 -27.659 -1.792
H -27.765 -26.471 -3.063
H -24.545 -26.067 -1.208
H -25.282 -27.435 -1.958
H -26.014 -26.076 -3.942
H -24.257 -25.821 -3.810
H -25.351 -23.672 -4.069
H -24.377 -23.862 -2.647
H -25.357 -22.118 -1.446
H -26.185 -21.565 -2.894
H -27.101 -21.740 -1.402
H -27.739 -22.910 -3.905
H -27.722 -24.632 -3.872
H -28.761 -23.837 -2.663
H -26.349 -25.971 0.972
H -26.092 -27.519 0.162
H -27.654 -27.034 0.434
H -27.393 -23.600 0.431

---

8
Properties=species:S:1:pos:R:3 method="wB97M-V/def2-TZVPD" homo_lumo_gap_ev=10.84 smiles=C#[N+][O-].P molar_mass_g_mol=77.0 e_above_lowest_ev=4.6557 homo_energy_ha=-0.36611
C 0.865 1.083 -0.831
N 1.027 0.329 -1.709
O 1.179 -0.576 -2.420
H 0.537 2.107 -0.384
P -1.491 -0.838 1.284
H -0.794 0.216 0.707
H -0.897 -0.741 2.596
H -0.426 -1.581 0.758

---

128
Properties=species:S:1:pos:R:3 method="wB97M-V/def2-TZVPD" homo_lumo_gap_ev=7.98 molar_mass_g_mol=1230.0 e_above_lowest_ev=0.0000 homo_energy_ha=-0.28209
La -0.852 0.271 0.733
C -1.121 -3.390 -1.554
Si -1.921 -1.952 -2.456
C -0.643 -1.523 -3.777
C -3.323 -2.840 -3.356
C -2.464 -0.455 -1.484
Si -2.741 0.932 -2.682
C -1.116 1.676 -3.327
C -3.665 0.501 -4.266
C -3.729 2.385 -1.995
Si -4.037 -0.797 -0.609
C -5.594 -0.956 -1.653
C -4.000 -2.343 0.451
C -4.423 0.645 0.581
C -5.741 0.939 0.934
C -6.022 2.033 1.734
C -4.972 2.825 2.171
C -3.684 2.472 1.813
N -3.404 1.410 1.043
H -0.583 -3.983 -2.303
H -1.878 -4.041 -1.101
H -0.419 -3.102 -0.769
H -0.320 -2.455 -4.258
H 0.245 -1.050 -3.343
H -1.019 -0.860 -4.562
H -2.899 -3.635 -3.984
H -3.926 -2.189 -3.994
H -3.993 -3.325 -2.632
H -0.942 1.366 -4.364
H -0.276 1.322 -2.726
H -1.121 2.775 -3.319
H -3.140 -0.264 -4.847
H -3.757 1.396 -4.897
H -4.676 0.128 -4.060
H -3.349 2.800 -1.053
H -4.768 2.087 -1.802
H -3.749 3.186 -2.745
H -5.405 -1.609 -2.507
H -5.933 0.013 -2.043
H -6.417 -1.396 -1.076
H -4.147 -3.237 -0.171
H -4.799 -2.316 1.202
H -3.040 -2.437 0.970
H -6.544 0.313 0.558
H -7.044 2.272 2.003
H -5.136 3.698 2.791
H -2.840 3.051 2.161
N 2.830 0.593 -0.017
P 1.936 -0.460 -1.016
C 2.532 -2.111 -0.505
C 2.385 -3.187 -1.380
C 2.798 -4.458 -1.007
C 3.367 -4.663 0.245
C 3.505 -3.596 1.124
C 3.078 -2.323 0.758
C 2.911 -0.234 -2.563
C 2.423 0.575 -3.587
C 3.217 0.887 -4.685
C 4.511 0.390 -4.769
C 5.005 -0.422 -3.754
C 4.209 -0.739 -2.662
P 2.124 1.854 0.885
C 3.219 1.946 2.354
C 2.679 2.261 3.602
C 3.499 2.356 4.723
C 4.863 2.133 4.604
C 5.411 1.839 3.360
C 4.596 1.759 2.241
C 2.713 3.354 0.007
C 3.261 3.305 -1.272
C 3.636 4.480 -1.921
C 3.458 5.707 -1.301
C 2.901 5.764 -0.026
C 2.527 4.597 0.623
H 3.837 0.495 -0.045
H 1.943 -3.031 -2.360
H 2.675 -5.289 -1.692
H 3.692 -5.655 0.537
H 3.937 -3.752 2.106
H 3.165 -1.499 1.457
H 1.418 0.971 -3.536
H 2.819 1.512 -5.476
H 5.133 0.630 -5.623
H 6.012 -0.820 -3.817
H 4.605 -1.383 -1.883
H 1.612 2.445 3.696
H 3.066 2.604 5.685
H 5.504 2.199 5.476
H 6.479 1.685 3.260
H 5.051 1.572 1.273
H 3.403 2.350 -1.766
H 4.073 4.428 -2.913
H 3.750 6.620 -1.807
H 2.760 6.722 0.462
H 2.102 4.645 1.622
O -2.263 -0.882 2.915
H -3.099 -1.028 3.362
H -1.623 -1.535 3.271
O 1.137 -0.405 2.726
H 0.726 -1.253 3.005
H 1.153 0.132 3.528
O -0.535 2.802 -0.598
H 0.201 3.039 -1.176
H -1.337 3.032 -1.087
Br -0.339 5.171 6.236
C -0.493 3.913 4.820
C -0.766 2.587 5.105
C -0.874 1.678 4.050
C -0.702 2.017 2.698
C -0.438 3.385 2.490
C -0.332 4.330 3.511
H -0.895 2.264 6.131
H -1.096 0.651 4.323
H -0.289 3.753 1.477
H -0.122 5.372 3.291
Br 2.539 -7.570 2.292
C 1.010 -6.563 1.814
C -0.021 -7.163 1.110
N -1.115 -6.488 0.751
C -1.185 -5.193 1.062
C -0.191 -4.523 1.759
C 0.923 -5.233 2.166
C -0.309 -3.063 2.088
O -0.246 -2.747 3.301
O -0.383 -2.247 1.122
H 0.033 -8.209 0.830
H -2.078 -4.668 0.739
H 1.708 -4.757 2.739